Entry 1:
Formula: C28H65N8O14P
Source: OMol25
Level of theory: ωB97M-V/def2-TZVPD

Values from the calculation:
Strongest force on any atom ... 0.029 hartree/bohr
LUMO ... -0.47 eV
SMILES ... COCCCCCO[P@@](=O)(O)OCON=O.CNC(C)=O.CNC(C)=O.CNC(C)=O.CNC(C)=O.CNC(C)=O.CNC(C)=O.CNC(C)=O
ΔE to the lowest compared entry with this formula, charge and spin ... 0.00 kJ/mol
E_tot ... -2938.7312 Eh
HOMO level ... -8.7 eV
Gap between HOMO and LUMO ... 8.244 eV

XYZ file:
```
116
Properties=species:S:1:pos:R:3:forces:R:3:mulliken_charge:R:1
C 0.39662 -3.82913 0.16150 0.05 0.30 0.34 -0.599
O 0.12944 -5.13460 0.64138 0.27 0.01 -0.20 -0.376
C 0.00559 -6.11755 -0.35999 -0.88 -0.24 -0.17 -0.760
C -1.46933 -6.48064 -0.55779 0.49 0.23 0.21 -0.417
C -2.03579 -7.10619 0.71192 -0.42 -0.45 -0.38 -0.752
C -3.55410 -6.97871 0.90676 0.21 -0.18 0.64 -0.835
C -4.10687 -5.63451 0.50081 0.24 -0.62 0.29 -0.403
O -5.26564 -5.30682 1.32866 0.06 0.12 -1.50 -0.330
P -5.92689 -3.88775 1.04949 0.31 0.27 1.18 0.997
O -5.81911 -3.04636 2.21312 -0.45 0.72 1.02 -0.735
O -5.22934 -3.18000 -0.18773 -0.32 -0.58 -0.77 -0.462
O -7.44851 -4.18820 0.61504 0.51 -0.28 -0.42 -0.292
C -7.66115 -5.15897 -0.37693 -0.50 -0.30 -0.32 -0.268
O -7.49557 -4.60387 -1.68035 -0.07 0.26 0.20 -0.237
N -6.42597 -5.25588 -2.34455 0.35 -0.13 -0.27 0.317
O -6.22746 -4.79240 -3.39026 -0.20 -0.04 0.25 -0.353
H 1.05090 -3.35175 0.88388 0.11 0.08 0.12 0.146
H -0.49977 -3.20813 0.08872 -0.24 -0.14 -0.06 0.222
H 0.91799 -3.80455 -0.78824 0.07 -0.18 -0.17 0.399
H 0.54461 -7.01010 -0.04527 0.25 -0.03 0.05 0.401
H 0.38219 -5.77525 -1.32100 0.41 0.10 -0.02 0.401
H -1.96445 -5.55657 -0.85153 -0.21 0.09 0.05 0.259
H -1.55914 -7.16398 -1.39920 -0.06 -0.13 -0.16 0.402
H -1.51271 -6.76582 1.59682 0.08 0.47 0.07 0.394
H -1.82498 -8.17233 0.65202 0.13 -0.18 0.12 0.357
H -4.05109 -7.81124 0.41709 -0.29 0.07 -0.27 0.325
H -3.75798 -7.09802 1.96884 -0.08 -0.06 0.15 0.330
H -3.34208 -4.88390 0.66276 0.01 0.30 0.00 0.510
H -4.38588 -5.66341 -0.54521 -0.13 0.29 -0.22 0.327
H -5.82224 -3.08566 -0.94876 0.19 0.09 0.03 0.352
H -7.00288 -6.01952 -0.29464 0.25 -0.01 0.20 0.387
H -8.68525 -5.49602 -0.28747 -0.23 0.17 0.02 0.304
C 5.07019 -2.20208 -1.67925 -0.27 -0.14 0.10 -1.070
C 3.80699 -2.03780 -0.88161 -0.08 0.04 -0.18 0.658
O 2.69640 -2.32681 -1.31422 0.06 0.07 0.01 -0.711
N 3.93644 -1.54166 0.37821 0.11 -0.01 -0.04 0.007
C 5.15472 -1.13646 1.05610 -0.35 0.06 0.17 -0.721
H 4.81824 -2.60080 -2.65766 -0.08 -0.04 0.02 0.361
H 5.56350 -1.24218 -1.81070 0.08 -0.10 0.08 0.223
H 5.74451 -2.89841 -1.18624 0.10 0.05 -0.02 0.444
H 3.06201 -1.45674 0.87065 0.00 -0.02 0.01 0.177
H 5.28666 -1.73001 1.96419 0.13 0.00 -0.02 0.313
H 5.09082 -0.08163 1.33126 0.13 0.02 -0.04 0.073
H 6.01688 -1.27859 0.41402 -0.02 -0.01 -0.04 0.311
C -10.02388 1.27897 0.70423 -0.05 -0.19 -0.11 -0.934
C -9.76494 0.03683 -0.10939 -0.09 -0.04 -0.10 0.792
O -10.12051 -0.07476 -1.27397 0.01 0.02 0.01 -0.678
N -9.10272 -0.97976 0.50601 -0.06 0.18 0.07 -0.027
C -8.59700 -1.03747 1.86827 0.04 -0.27 -0.39 -0.803
H -10.55144 1.99961 0.08788 0.01 -0.03 -0.07 0.284
H -10.64114 1.04126 1.57256 0.08 0.04 0.06 0.347
H -9.08769 1.72651 1.03170 -0.16 -0.03 0.07 0.119
H -8.95906 -1.78254 -0.08578 0.01 -0.02 0.03 0.100
H -7.51906 -1.19705 1.84562 0.00 -0.01 0.24 0.227
H -9.06445 -1.87598 2.38737 0.09 0.05 0.17 0.268
H -8.81194 -0.12060 2.40640 -0.05 0.04 -0.06 0.350
C 6.12996 2.72035 -1.48872 0.09 -0.04 0.02 -1.121
C 5.10063 1.88400 -2.20536 -0.02 -0.08 0.05 0.765
O 5.32322 0.72967 -2.55398 0.10 0.14 -0.12 -0.714
N 3.89978 2.45485 -2.45129 0.07 0.08 0.01 -0.139
C 3.46422 3.79459 -2.09681 -0.24 -0.51 -0.21 -0.687
H 7.02919 2.12566 -1.35606 -0.03 -0.07 -0.04 0.250
H 6.37853 3.60885 -2.07115 -0.05 0.06 0.07 0.421
H 5.75500 3.01540 -0.50895 0.01 0.07 -0.02 0.209
H 3.25480 1.84767 -2.93246 -0.01 -0.01 0.03 0.229
H 2.58877 3.72768 -1.44571 0.03 0.14 0.04 0.258
H 3.18598 4.33906 -2.99989 0.03 0.16 0.08 0.319
H 4.24179 4.34255 -1.58689 0.04 0.02 -0.01 0.159
C 9.76036 -2.63242 -3.89123 -0.01 -0.03 0.04 -1.452
C 8.31379 -2.32637 -3.57727 -0.16 0.10 0.03 0.927
O 7.78515 -2.67626 -2.53516 0.33 -0.15 0.01 -0.584
N 7.60291 -1.63067 -4.50156 0.12 -0.11 -0.06 -0.069
C 8.04468 -1.12939 -5.78742 -0.33 0.04 0.20 -0.942
H 10.18446 -3.18570 -3.05942 -0.07 0.00 0.05 0.315
H 9.83849 -3.24083 -4.79302 0.06 0.07 -0.04 0.370
H 10.32846 -1.71117 -4.02559 0.02 -0.03 -0.10 0.354
H 6.64958 -1.44906 -4.22261 0.02 0.11 0.03 0.159
H 7.93554 -0.04379 -5.81650 0.08 0.01 -0.09 0.277
H 7.43279 -1.55938 -6.58245 0.09 0.02 -0.09 0.300
H 9.08351 -1.38294 -5.96910 0.02 -0.02 0.02 0.372
C 2.37590 1.50850 2.28793 0.03 -0.04 -0.03 -1.281
C 3.52069 2.49012 2.22560 0.03 -0.01 -0.05 0.787
O 4.39810 2.40333 1.38196 0.02 0.04 -0.02 -0.617
N 3.54596 3.48855 3.14794 -0.14 -0.08 -0.02 -0.129
C 2.59964 3.75199 4.21632 0.33 0.18 -0.10 -0.905
H 2.50039 0.78499 1.48790 0.06 0.05 -0.06 0.112
H 2.37042 0.98190 3.24321 -0.10 0.04 0.02 0.409
H 1.42224 2.01914 2.15033 -0.04 -0.04 0.09 0.429
H 4.33722 4.10500 3.04953 0.02 -0.01 0.02 0.241
H 2.16829 4.74696 4.09151 -0.11 -0.04 0.07 0.260
H 3.11009 3.71495 5.17984 -0.11 -0.03 0.06 0.317
H 1.79925 3.02069 4.21584 0.00 -0.03 -0.03 0.334
C -5.95822 4.03465 1.10111 -0.02 -0.02 -0.04 -1.301
C -7.17885 3.93462 1.98386 -0.09 -0.02 -0.01 0.774
O -8.25963 3.56451 1.55308 0.19 0.21 0.08 -0.689
N -7.03766 4.27217 3.29235 0.13 0.02 -0.09 -0.161
C -5.84513 4.72787 3.98084 -0.36 -0.06 0.14 -0.833
H -6.23341 3.73311 0.09562 -0.08 -0.02 0.02 0.289
H -5.58865 5.06028 1.07065 0.09 -0.03 0.03 0.374
H -5.16830 3.37435 1.46097 0.06 0.08 0.01 0.370
H -7.88926 4.18285 3.82387 0.00 0.00 0.01 0.233
H -5.60183 4.04074 4.79291 0.13 0.03 -0.01 0.285
H -6.01912 5.71794 4.40576 0.13 0.03 0.00 0.290
H -5.00132 4.78103 3.30210 -0.01 -0.01 -0.04 0.312
C 3.42527 6.73823 0.83473 -0.01 -0.07 -0.03 -1.042
C 4.12411 7.29406 -0.38518 0.05 -0.02 -0.08 0.746
O 4.37420 6.59922 -1.35660 0.01 0.11 0.07 -0.610
N 4.47024 8.60675 -0.36601 -0.08 -0.06 0.14 -0.205
C 4.25774 9.58015 0.68917 0.17 0.04 -0.35 -0.857
H 3.21924 5.68478 0.66677 0.05 -0.01 -0.07 0.083
H 4.05976 6.83461 1.71700 -0.07 0.06 0.05 0.359
H 2.48197 7.25758 1.00804 0.03 0.03 0.09 0.391
H 4.93222 8.91158 -1.20836 0.00 0.01 0.00 0.248
H 3.64945 10.40465 0.31433 -0.04 0.03 0.12 0.290
H 5.21683 9.98100 1.02061 -0.05 0.03 0.12 0.286
H 3.75392 9.13076 1.53758 -0.01 -0.03 0.00 0.315
```
Forces are in eV/Å.

---

Entry 2:
Formula: C28H66I2N3O9
Source: OMol25
Level of theory: ωB97M-V/def2-TZVPD

Values from the calculation:
Strongest force on any atom ... 0.060 hartree/bohr
LUMO ... -4.16 eV
Charge ... +1
ΔE to the lowest compared entry with this formula, charge and spin ... 0.00 kJ/mol
E_tot ... -2542.8452 Eh
HOMO level ... -11.7 eV
Gap between HOMO and LUMO ... 7.507 eV

XYZ file:
```
108
Properties=species:S:1:pos:R:3:forces:R:3:mulliken_charge:R:1
C 2.87991 -4.16009 3.32601 -0.32 -1.23 0.49 -0.380
C 3.45296 -3.81398 2.17653 0.10 0.99 0.65 -0.447
C 4.05022 -2.35724 2.09004 -1.88 -1.27 -1.14 -0.519
C 2.92925 -1.38377 2.44232 -0.01 1.90 1.24 -0.614
C 1.58710 -1.52555 2.03526 1.98 -0.82 -0.23 0.196
N 0.63020 -0.68557 2.38954 -2.81 -0.52 -1.17 1.023
C -0.74327 -0.99460 1.92196 -0.42 0.32 -1.00 -0.816
I -1.33122 -0.10790 0.02140 0.89 -0.29 1.32 0.395
C -1.54394 -1.79095 2.63439 0.57 -0.26 0.23 0.029
C -1.03250 -2.38800 3.96963 -0.80 0.45 -0.42 -0.758
I -3.49580 -2.24694 1.89146 0.93 0.02 0.79 0.096
N 0.72049 0.41810 3.11859 2.27 -0.72 -0.20 -0.599
C 1.97447 0.61280 3.48705 0.41 1.84 1.23 -0.489
C 3.12798 -0.20124 3.23903 -0.65 -1.35 -1.04 1.078
N 4.36318 0.18571 3.72959 -1.06 0.29 0.43 -0.518
H 2.62463 -5.22077 3.56945 -0.08 1.34 -0.52 0.171
H 2.59453 -3.42424 4.10151 0.72 -0.34 -0.28 0.219
H 3.46759 -4.50131 1.32018 0.61 0.29 0.49 0.407
H 4.29648 -2.19263 1.02103 0.37 0.23 0.70 0.331
H 4.92592 -2.30348 2.75220 -0.36 0.31 -0.46 0.344
H 1.32997 -2.37965 1.39327 -0.27 0.55 0.41 0.542
H -1.29160 -1.65232 4.76121 0.09 -0.60 -0.29 0.261
H -1.53160 -3.35392 4.16984 0.39 0.55 -0.01 0.438
H 0.06795 -2.50199 3.95299 -0.65 -0.12 0.01 0.074
H 2.16400 1.54737 4.08241 -0.42 -0.90 -0.66 0.102
H 4.77827 -0.49681 4.36015 0.25 0.05 -0.43 0.284
H 4.28115 1.09077 4.19870 0.26 -0.28 -0.05 0.243
C -4.56119 0.43910 -3.82038 -0.14 0.04 -0.01 -1.393
C -3.65826 -0.63383 -4.39348 -0.09 0.16 0.39 0.560
O -2.36306 -0.55719 -3.79462 0.32 0.15 -0.07 -0.300
H -4.13698 1.42998 -3.99440 0.01 -0.05 -0.08 0.292
H -5.55235 0.39617 -4.27204 0.02 -0.03 0.04 0.337
H -4.66310 0.32042 -2.73714 -0.06 -0.08 -0.02 0.496
H -3.54103 -0.50078 -5.46705 0.16 -0.04 0.06 -0.086
H -4.07219 -1.63282 -4.21279 -0.12 0.01 -0.10 0.046
H -2.47738 -0.68785 -2.84512 -0.02 -0.06 -0.18 -0.014
C 1.27547 -8.45170 1.83301 0.06 0.03 -0.03 -1.056
C 1.05855 -7.85355 3.20913 -0.26 -0.05 -0.34 -0.257
O 1.05665 -6.42362 3.14286 -0.17 -0.21 0.08 -0.435
H 2.22196 -8.10793 1.41165 0.02 -0.06 0.07 0.262
H 1.28581 -9.54146 1.87780 -0.02 0.02 -0.04 0.361
H 0.48554 -8.13747 1.14580 -0.06 -0.10 0.04 0.320
H 1.85903 -8.15146 3.88580 -0.02 0.18 0.05 0.309
H 0.10682 -8.18826 3.63131 0.08 -0.12 0.06 0.264
H 0.34163 -6.16265 2.55079 0.07 -0.05 0.04 0.228
C -1.89000 -3.56624 -2.96686 0.21 0.01 -0.01 -0.745
C -2.52730 -4.71048 -3.72715 -0.26 0.12 0.41 -0.359
O -3.04991 -5.68695 -2.83246 0.11 -0.12 -0.05 -0.552
H -1.08414 -3.93337 -2.32738 0.00 -0.06 -0.06 0.330
H -1.48493 -2.82060 -3.65151 -0.04 0.04 0.07 0.306
H -2.62233 -3.08168 -2.31251 -0.04 0.05 -0.08 0.211
H -1.78870 -5.20055 -4.36061 -0.11 -0.14 0.04 0.278
H -3.34194 -4.34335 -4.36181 0.11 0.03 -0.16 0.273
H -3.70965 -5.25369 -2.27949 0.03 -0.08 -0.07 0.322
C 4.05139 5.61812 4.12783 0.01 -0.08 0.08 -1.082
C 3.35623 4.50351 3.37323 -0.04 0.38 0.17 -0.150
O 2.81179 3.54090 4.28441 0.07 -0.33 0.00 -0.551
H 4.85337 5.21661 4.75035 0.03 -0.01 -0.10 0.283
H 4.47371 6.35094 3.43959 -0.04 0.03 0.06 0.364
H 3.35347 6.12793 4.79569 0.01 0.12 -0.13 0.284
H 4.06076 3.98306 2.72373 -0.10 -0.15 0.06 0.327
H 2.54489 4.90066 2.75555 0.08 0.01 -0.10 0.216
H 2.18150 3.99884 4.85365 0.13 -0.02 0.02 0.225
C -5.66610 1.47723 -8.51754 0.01 0.12 -0.03 -1.270
C -5.22518 1.05854 -7.12819 -0.05 -0.31 -0.43 -0.060
O -5.75255 -0.22700 -6.81083 0.06 0.03 0.21 -0.476
H -6.75492 1.50434 -8.57942 0.03 0.05 0.07 0.309
H -5.27402 2.46350 -8.77265 0.00 -0.03 -0.05 0.369
H -5.32026 0.75904 -9.26514 0.09 0.06 0.01 0.343
H -5.58980 1.76559 -6.38287 -0.03 -0.14 0.07 0.293
H -4.13150 1.01770 -7.06017 0.03 0.23 -0.01 0.236
H -5.41793 -0.84955 -7.46960 -0.12 -0.08 0.11 0.270
C -1.87768 -3.87320 -7.37859 0.01 -0.02 -0.07 -0.723
C -2.96824 -2.97292 -7.93245 0.10 -0.06 0.42 -0.184
O -4.23221 -3.27879 -7.34785 -0.14 0.10 -0.14 -0.556
H -2.11120 -4.92217 -7.56851 -0.01 0.05 -0.08 0.288
H -0.91366 -3.63839 -7.83338 0.00 -0.02 0.05 0.383
H -1.79151 -3.75598 -6.29548 0.06 0.12 -0.04 -0.062
H -3.06339 -3.10777 -9.00949 -0.15 0.00 0.05 0.372
H -2.73657 -1.91990 -7.73423 0.16 0.01 -0.14 0.173
H -4.15321 -3.14857 -6.39563 -0.04 -0.01 -0.08 0.291
C -1.17509 4.63431 2.55321 -0.02 0.04 -0.13 -1.035
C -0.74508 4.18159 3.93185 0.05 0.08 -0.21 0.622
O -1.29102 2.91543 4.24119 -0.11 -0.31 0.21 -0.527
H -2.26283 4.69112 2.49286 0.03 0.03 0.06 0.311
H -0.76203 5.61252 2.30018 0.02 -0.04 -0.01 0.361
H -0.84413 3.90760 1.80517 0.05 0.08 -0.05 0.215
H -1.08892 4.88703 4.68860 -0.02 -0.14 0.07 0.386
H 0.34642 4.11167 3.99264 0.03 0.23 -0.06 -0.542
H -0.97148 2.29356 3.57686 -0.05 -0.03 0.08 0.269
C 0.77532 2.13805 -2.25427 0.10 0.13 0.06 -0.435
C 1.01483 2.40161 -3.72880 -0.29 -0.33 0.01 -0.378
O 1.17776 1.17717 -4.43532 0.12 0.00 0.02 -0.523
H 1.60984 1.57956 -1.82440 0.02 0.05 -0.04 0.266
H 0.65505 3.07255 -1.70155 -0.05 -0.04 0.03 0.320
H -0.12096 1.53058 -2.11825 -0.07 0.10 -0.06 -0.181
H 1.92198 2.98896 -3.86945 0.01 -0.10 -0.11 0.332
H 0.17599 2.95283 -4.16583 0.05 0.17 0.10 0.252
H 0.36896 0.66244 -4.31973 0.05 0.05 -0.09 0.291
C 5.79852 8.68277 7.29754 0.05 0.01 -0.06 -1.011
C 4.37103 9.16991 7.13826 0.12 -0.31 0.22 -0.272
O 3.55466 8.15525 6.55483 -0.12 -0.01 -0.17 -0.480
H 6.21420 8.39594 6.32983 -0.02 0.09 0.00 0.242
H 6.42978 9.45731 7.73598 0.01 -0.05 0.02 0.350
H 5.83560 7.79736 7.93792 0.01 0.08 0.09 0.330
H 4.33505 10.03930 6.48275 -0.14 -0.09 -0.05 0.279
H 3.94696 9.45028 8.10728 0.08 0.15 -0.01 0.278
H 3.57910 7.39099 7.14152 0.00 0.11 -0.01 0.274
```
Forces are in eV/Å.